Entry 1:
Formula: C6H14O2
Source: the OMol25 dataset
Level of theory: the ωB97M-V functional and the def2-TZVPD basis

Element x y z (Å)
C -1.0527 -0.7101 -0.1003
C 0.1416 -1.2534 0.0713
C 1.3892 -0.4742 0.4463
C 2.6562 -1.1624 -0.0629
C 2.7016 -1.5572 -1.3320
C 3.6758 -1.4548 0.9953
H -1.2839 0.2657 0.3112
H -1.9147 -1.2121 -0.5146
H 0.3121 -2.3256 0.0586
H 1.4371 -0.3157 1.5262
H 1.3362 0.5110 -0.0169
H 3.3315 -2.3581 -1.6901
H 1.9755 -1.1518 -2.0139
H 3.2330 -2.0783 1.7722
H 4.0297 -0.4965 1.3815
H 4.5784 -1.9329 0.6114
O -3.8978 1.5991 0.9189
H -4.1502 2.3327 1.4866
H -4.5501 0.9618 1.2345
O -5.0004 4.2118 -1.8246
H -4.2212 4.4058 -2.3536
H -4.7267 4.1951 -0.9049

Properties
- SMILES string = C=CCC(=C)C.O.O
- HOMO level (eV) = -8.91
- gap between HOMO and LUMO (eV) = 9.46
- energy relative to the best compared isomer or geometry (same formula, charge and spin) (kcal/mol) = 57.8

Entry 2:
Formula: C6H14O2
Source: the OMol25 dataset
Level of theory: the ωB97M-V functional and the def2-TZVPD basis

Element x y z (Å)
C 1.3018 -0.0973 -0.8588
C 0.6833 1.2031 -0.4440
C -0.4065 1.6934 -1.3821
C -0.0261 1.0433 1.1793
O 1.7089 2.1484 -0.2926
H 1.6092 -0.0713 -1.9082
H 0.5679 -0.9208 -0.7509
H 2.1625 -0.3452 -0.2370
H -0.7935 2.6616 -1.0487
H -1.2295 0.9931 -1.4219
H -0.0104 1.8266 -2.3904
H -0.2312 2.0833 1.3981
H 0.8458 0.6855 1.7270
H -0.9098 0.6143 1.6195
H 1.3306 2.9786 0.0262
C -0.6874 -2.7112 1.1602
C -1.2459 -1.8704 0.0539
O -1.7356 -0.7597 0.2119
H -0.4773 -2.1139 2.0430
H 0.2326 -3.1907 0.8274
H -1.4036 -3.4961 1.4247
H -1.2858 -2.3544 -0.9367

Properties
- SMILES string = CC(C)(C)O.CC=O
- HOMO level (eV) = -9.49
- gap between HOMO and LUMO (eV) = 10.41
- energy relative to the best compared isomer or geometry (same formula, charge and spin) (kcal/mol) = 50.5

Entry 3:
Formula: C6H14O3
Source: the OMol25 dataset
Level of theory: the ωB97M-V functional and the def2-TZVPD basis

Element x y z (Å)
C 0.0801 -0.9333 0.9284
C 1.3240 -0.8847 1.7948
C -1.1999 -1.3170 1.6492
O 0.2642 -1.6170 -0.1965
O -0.8945 -0.3787 -1.9615
H 1.2594 -0.7240 -1.1984
H -0.5971 -1.2071 -1.1231
H 2.1568 -0.4709 1.2285
H 1.5866 -1.9040 2.0840
H 1.1699 -0.2925 2.6937
H -2.0577 -1.1847 0.9904
H -1.3491 -0.7337 2.5557
H -1.1407 -2.3750 1.9197
C -0.1618 1.8610 -2.4854
C -0.2364 0.9980 0.5942
C 0.0443 0.4913 -1.9391
O 1.2924 0.0982 -1.7817
H -0.0260 1.8094 -3.5691
H -1.1709 2.2061 -2.2774
H -1.2038 1.2680 0.1743
H -0.3485 1.1348 1.6665
H 0.6264 1.6111 0.3389
H 0.5823 2.5446 -2.0862

Properties
- HOMO level (eV) = -8.44
- gap between HOMO and LUMO (eV) = 9.11
- energy relative to the best compared isomer or geometry (same formula, charge and spin) (kcal/mol) = 54.2

Entry 4:
Formula: C6H14O3
Source: the OMol25 dataset
Level of theory: the ωB97M-V functional and the def2-TZVPD basis

Element x y z (Å)
C 2.8311 -0.6727 0.5666
C 1.9819 -0.1415 -0.5589
O 2.2956 -0.1532 -1.7366
O 1.3939 1.1396 -0.0473
O 1.1615 2.0310 -1.1184
H 3.7847 -0.1479 0.5933
H 2.3310 -0.5251 1.5205
H 3.0069 -1.7317 0.3953
H 1.5030 1.5033 -1.8840
C -0.6645 -1.2597 -0.0909
C -1.2270 0.0737 0.1893
C -2.0423 0.6615 -0.9589
C -1.9295 0.1870 1.5363
H 0.5002 -1.0457 -0.5757
H -1.2533 -1.8948 -0.7500
H -0.3286 -1.8276 0.7783
H -0.2599 0.7308 0.2526
H -2.9995 0.1443 -1.0501
H -2.2391 1.7191 -0.7862
H -1.5088 0.5705 -1.9043
H -2.8614 -0.3799 1.5296
H -2.1681 1.2267 1.7594
H -1.3078 -0.2075 2.3400

Properties
- SMILES string = CC(=O)OO.CC(C)C
- HOMO level (eV) = -9.72
- gap between HOMO and LUMO (eV) = 9.78
- energy relative to the best compared isomer or geometry (same formula, charge and spin) (kcal/mol) = 109.7

Entry 5:
Formula: C6H14O3Yb
Source: the OMol25 dataset
Level of theory: the ωB97M-V functional and the def2-TZVPD basis

Element x y z (Å)
C -0.1010 3.4072 -2.4830
O 0.4414 2.3347 -1.7562
C 0.6999 2.6469 -0.4110
C 1.2069 1.4187 0.3004
O 0.1438 0.5145 0.4814
C 0.5403 -0.8115 0.6944
C -0.7228 -1.5998 0.9586
O -0.4552 -2.9877 0.9009
C -1.5715 -3.7896 1.2504
Yb 1.4040 -4.5746 -0.2138
H -0.2261 3.0766 -3.5208
H -1.0862 3.6954 -2.0766
H 0.5675 4.2855 -2.4670
H -0.2201 3.0118 0.0820
H 1.4673 3.4396 -0.3421
H 1.6138 1.6875 1.2906
H 2.0491 0.9921 -0.2733
H 1.2553 -0.9800 1.5194
H 1.1844 -1.0598 -0.1689
H -1.5288 -1.3453 0.2516
H -1.1048 -1.3426 1.9599
H -1.8348 -3.6192 2.3056
H -2.4369 -3.5599 0.6095
H -1.2855 -4.8406 1.1080

Properties
- HOMO level (eV) = -5.10
- gap between HOMO and LUMO (eV) = 5.58
- energy relative to the best compared isomer or geometry (same formula, charge and spin) (kcal/mol) = 6.3

Entry 6:
Formula: C6H14O4
Source: the OMol25 dataset
Level of theory: the ωB97M-V functional and the def2-TZVPD basis

Element x y z (Å)
C 1.1837 0.9096 -0.5210
C 1.8473 -0.3789 -0.8492
C 0.2202 1.4583 -1.3953
C 1.7709 1.7329 0.5699
O -0.1713 -0.1748 1.0483
H -0.2886 0.3068 1.8799
H 2.6320 2.2662 0.1452
H 2.7923 -0.1386 -1.3546
H 1.2487 -0.9821 -1.5293
H 2.0718 -0.9527 0.0470
H -0.8160 0.9831 -0.9549
H 0.2284 1.0620 -2.4093
H 0.0830 2.5363 -1.3376
H 2.1297 1.1222 1.3962
H 1.0696 2.4832 0.9327
C -1.4699 -2.0473 0.1484
C -1.5660 -0.6574 0.7847
O -1.9833 0.2652 -0.4365
O -1.1746 -3.0188 1.1369
O -2.3246 -0.5004 1.7684
H -2.6592 0.8288 -0.0330
H -1.7087 -2.7734 1.9065
H -2.4325 -2.2403 -0.3377
H -0.6829 -2.0899 -0.6055

Properties
- HOMO level (eV) = -8.61
- gap between HOMO and LUMO (eV) = 8.04
- energy relative to the best compared isomer or geometry (same formula, charge and spin) (kcal/mol) = 83.5

Entry 7:
Formula: C6H14O4
Source: the OMol25 dataset
Level of theory: the ωB97M-V functional and the def2-TZVPD basis

Element x y z (Å)
C -1.1928 0.5434 -0.3678
C 0.1655 -0.7506 -0.9766
C -1.8555 0.9930 -1.6466
C -2.0766 -0.2724 0.5512
O -0.5221 1.5507 0.2091
O 0.9343 -0.0386 -1.9224
H -0.1004 1.1916 1.1098
H 1.4700 0.6217 -1.4586
H -0.5782 -1.3122 -1.5466
H 0.6731 -1.6049 -0.5210
H -2.6129 1.7437 -1.4077
H -2.3154 0.1556 -2.1663
H -1.1138 1.4500 -2.2955
H -2.9232 0.3428 0.8642
H -1.5367 -0.5814 1.4442
H -2.4633 -1.1518 0.0412
C 2.6764 0.1399 0.7846
C 1.4392 -0.4249 1.4063
O 1.5397 -1.7398 1.6938
O 0.6242 0.2775 2.0366
H 0.8412 -1.9755 2.3230
H 2.5445 1.1956 0.5630
H 3.5181 -0.0162 1.4611
H 2.8650 -0.3373 -0.1791

Properties
- HOMO level (eV) = -8.18
- gap between HOMO and LUMO (eV) = 8.59
- energy relative to the best compared isomer or geometry (same formula, charge and spin) (kcal/mol) = 64.0

Entry 8:
Formula: C6H14OSi
Source: the OMol25 dataset
Level of theory: the ωB97M-V functional and the def2-TZVPD basis

Element x y z (Å)
C -0.3703 -0.3292 3.5765
C 0.7247 -0.2783 2.8272
C 0.1161 -0.5911 -2.7936
C -1.5051 -0.1726 0.1061
C 0.3566 0.4610 -1.6168
C -0.0384 -0.1868 -0.3747
O 2.7550 1.1726 1.2366
Si 1.2018 0.8845 1.4712
H -0.4070 -1.2144 4.0939
H -0.9784 0.5832 3.6911
H 1.4230 -1.1085 2.7209
H 0.4263 -0.1333 -3.8156
H -0.9253 -0.8556 -2.6444
H 0.7924 -1.4916 -2.7251
H -1.6084 -0.9728 0.7591
H -1.8588 0.7531 0.6884
H -1.9735 -0.2341 -0.8497
H 1.3574 0.8429 -1.6173
H -0.3845 1.2095 -1.8343
H 0.1905 -1.2202 -0.3861
H 3.2956 1.3348 1.9760
H 0.4230 2.2078 1.4774

Properties
- HOMO level (eV) = -7.86
- gap between HOMO and LUMO (eV) = 8.45
- energy relative to the best compared isomer or geometry (same formula, charge and spin) (kcal/mol) = 87.6

Entry 9:
Formula: C6H14S
Source: the OMol25 dataset
Level of theory: the ωB97M-V functional and the def2-TZVPD basis

Element x y z (Å)
C 0.5177 -0.9575 2.2133
C -1.9063 -0.1134 1.5487
C 2.0179 2.1586 -3.4194
C -1.0917 -2.7965 2.7732
C 0.9555 1.7274 -2.4729
C -0.3087 1.6949 -2.7451
S -0.9736 -1.5194 1.4555
H 0.1948 -0.2047 2.9605
H 1.0826 -0.2794 1.5659
H -2.2843 0.2007 2.4896
H -2.7391 -0.2325 0.7844
H 3.0283 2.3282 -3.0554
H 2.1457 1.2509 -4.1166
H 1.6418 3.0200 -3.9269
H -0.3693 -3.4649 2.4146
H -0.5790 -2.3565 3.6631
H -2.1013 -3.3291 2.7988
H 1.2787 1.1899 -1.6018
H 1.1168 -1.6703 2.6338
H -1.0605 1.2861 -2.1756
H -0.5661 2.0677 -3.7877

Properties
- HOMO level (eV) = -7.53
- gap between HOMO and LUMO (eV) = 8.23
- energy relative to the best compared isomer or geometry (same formula, charge and spin) (kcal/mol) = 81.5

Entry 10:
Formula: C6H14S
Source: the OMol25 dataset
Level of theory: the ωB97M-V functional and the def2-TZVPD basis

Element x y z (Å)
C -1.7621 1.4715 -0.2321
C -1.5082 0.1005 -2.9936
C 1.8407 -0.7032 -0.0445
C -0.2554 -0.3557 2.6472
C 1.8924 -0.6885 1.4497
C 0.7452 0.1745 1.9407
S -2.2491 0.2218 -1.2846
H -2.2241 2.3824 -0.3929
H -0.7352 1.5009 -0.0903
H -1.2676 -0.9425 -3.1765
H -2.2912 0.4156 -3.6902
H 0.9087 -0.9233 -0.5099
H 1.9627 0.4726 -0.4270
H 2.6559 -1.3002 -0.5229
H -0.3256 -1.4839 2.8025
H -1.0319 0.3068 2.8691
H -0.5765 0.7578 -2.9144
H 1.8134 -1.6336 1.8503
H 2.9209 -0.3291 1.7065
H 0.8790 1.2302 1.6939
H -1.3922 -0.6746 -0.6810

Properties
- HOMO level (eV) = -7.32
- gap between HOMO and LUMO (eV) = 7.98
- energy relative to the best compared isomer or geometry (same formula, charge and spin) (kcal/mol) = 83.3

Entry 11:
Formula: C6H14Si
Source: the OMol25 dataset
Level of theory: the ωB97M-V functional and the def2-TZVPD basis

Element x y z (Å)
C -0.9300 0.2078 -2.1619
C 1.2887 0.7930 -0.9411
C -0.6108 -2.0162 0.8517
C -0.6933 1.0200 2.1125
C 1.5897 -0.1422 0.2921
C -0.2369 0.7656 -0.9699
Si -0.2314 -0.1903 0.7533
H -1.9021 -0.2122 -2.0053
H -0.2826 -0.6131 -2.5974
H -0.9639 0.9450 -2.9854
H 1.6791 0.2378 -1.7975
H 1.7036 1.8396 -0.9095
H -1.5787 -2.3526 1.1375
H 0.0381 -2.3794 1.7281
H -0.2513 -2.5788 -0.0276
H -1.7761 1.0047 2.2224
H -0.1838 0.6644 3.1251
H -0.2127 1.9496 1.8134
H 2.1448 -1.1278 0.1166
H 2.1488 0.3945 0.9830
H -0.7393 1.7905 -0.7403

Properties
- HOMO level (eV) = -8.79
- gap between HOMO and LUMO (eV) = 9.66
- energy relative to the best compared isomer or geometry (same formula, charge and spin) (kcal/mol) = 16.6

Entry 12:
Formula: C6H15B
Source: the OMol25 dataset
Level of theory: the ωB97M-V functional and the def2-TZVPD basis

Element x y z (Å)
C 0.1355 -0.6456 2.6500
C 0.5823 -0.1028 1.2849
B -0.5660 0.0998 0.2910
C -0.6485 1.5097 -0.4085
C 0.5101 1.9456 -1.3078
C -0.9435 -1.1062 -0.6184
C 0.1801 -1.5793 -1.4972
H 0.9581 -1.0497 3.2598
H -0.4517 0.0713 3.2087
H -0.5179 -1.5015 2.4829
H 1.2875 -0.7907 0.7752
H 1.0546 0.8704 1.3779
H -1.6276 1.6233 -0.8720
H -0.6732 2.1421 0.4777
H 1.4868 1.9803 -0.8378
H 0.5925 1.3637 -2.2283
H 0.3582 2.9683 -1.6878
H -1.7945 -0.7793 -1.1772
H -1.3308 -1.9097 0.0337
H -0.0919 -2.4485 -2.1100
H 1.0476 -1.8541 -0.8924
H 0.4526 -0.8072 -2.2045

Properties
- SMILES string = CCB(CC)CC
- HOMO level (eV) = -9.63
- gap between HOMO and LUMO (eV) = 10.14
- energy relative to the best compared isomer or geometry (same formula, charge and spin) (kcal/mol) = 12.8